1.
Entry from OMol25: 5 unconnected molecules or ions with the total composition C16H45N3O7 (ωB97M-V with the def2-TZVPD basis set).

Properties
HOMO-LUMO gap: 9.5 eV
HOMO level: -9.1 eV
charge: 0
SMILES string: COC[C@H](C)N.COC[C@H](C)N.COC[C@H](C)N.OCCO.OCCO
total energy: -1327.4341 Ha
ΔE to the lowest compared entry with this formula, charge and spin: 89.8 kJ/mol

Each line ends with the Löwdin charge.
Geometry (Å):
H 12.966 -4.068 12.091  0.083
H 9.876 3.762 10.756  0.140
H 13.080 -8.034 15.197  0.079
H 17.155 -2.827 9.869  0.058
H 12.249 -5.119 10.858  0.081
H 18.720 -2.154 5.866  0.082
H 16.884 -3.861 5.072  0.127
O 18.037 -2.565 3.982  -0.189
C 16.534 -4.147 3.017  -0.442
H 22.085 -1.611 11.151  0.120
C 9.927 3.186 11.682  -0.442
H 14.916 -4.582 10.043  0.135
H 20.716 -0.715 9.542  0.119
H 16.867 -3.972 8.611  0.079
N 15.276 -4.895 3.217  0.019
O 13.387 -8.092 14.290  -0.062
H 10.964 1.521 10.664  0.123
H 10.917 4.850 12.607  0.079
H 8.548 1.960 12.638  0.070
H 19.911 -3.209 11.905  0.082
H 10.827 1.404 12.394  0.128
C 21.028 -1.699 11.404  -0.250
C 20.216 -1.488 10.142  -0.255
C 13.316 1.812 11.344  -0.132
H 11.760 -6.794 14.100  0.121
H 20.753 -0.952 12.160  0.118
H 17.244 -2.740 1.536  0.076
H 16.320 -4.026 0.840  0.077
C 14.555 -3.540 10.151  -0.245
H 15.476 -2.782 1.814  0.081
H 14.452 -4.308 3.235  0.065
H 15.268 -5.493 4.032  0.064
O 12.300 2.680 11.746  -0.181
H 9.280 4.622 13.168  0.078
H 13.210 1.414 10.325  0.082
H 11.512 -3.568 11.292  0.088
N 8.623 2.530 11.804  0.025
N 14.799 -1.317 9.046  0.052
H 17.078 -2.251 8.181  0.068
H 14.731 -3.192 8.115  0.138
H 18.830 -0.317 10.833  0.091
H 15.003 -3.244 11.118  0.132
C 12.463 -4.073 11.114  -0.113
C 12.599 -7.187 13.512  -0.250
H 10.647 3.557 13.701  0.082
H 20.278 -2.410 9.562  0.127
H 13.325 0.897 11.968  0.089
C 15.147 -2.734 9.022  -0.451
H 19.106 -0.989 4.631  0.086
O 18.860 -1.164 10.379  -0.075
O 12.967 -7.918 11.224  -0.077
C 11.018 2.128 11.578  -0.234
H 17.220 -4.994 2.944  0.142
C 12.011 -7.848 12.296  -0.242
C 16.654 -2.941 8.905  -0.067
H 14.289 2.277 11.478  0.087
H 11.184 -7.257 11.900  0.112
H 11.649 -8.855 12.512  0.122
H 13.223 -6.347 13.203  0.108
C 16.807 -3.225 4.172  -0.236
C 16.382 -3.384 1.717  -0.061
H 15.989 -2.505 4.306  0.129
H 8.458 1.937 10.999  0.067
H 13.791 -1.254 9.123  0.062
H 15.235 -0.884 9.853  0.069
C 18.298 -1.618 4.999  -0.106
C 10.178 4.086 12.869  -0.065
O 13.170 -3.454 10.084  -0.169
H 17.401 -1.095 5.335  0.086
O 20.848 -2.992 11.965  -0.065
H 13.454 -8.741 11.314  0.082

2.
Entry from OMol25: a molecular structure, C16H45N4O5Sr2 (ωB97M-V with the def2-TZVPD basis set).

Properties
HOMO-LUMO gap: 5.9 eV
HOMO level: -15.8 eV
charge: +3
total energy: -1291.3503 Ha
ΔE to the lowest compared entry with this formula, charge and spin: 2450.2 kJ/mol

Each line ends with the Löwdin charge.
Geometry (Å):
H 0.893 -0.796 -4.568  0.105
H 0.245 -1.846 -3.475  0.085
H 3.173 -1.579 -1.261  -0.100
H 1.926 -2.291 -4.265  0.110
O 2.137 -1.220 1.954  -0.447
H -1.203 -0.764 2.041  0.062
H -4.257 -0.084 1.740  0.151
O 1.611 1.545 -2.882  -0.089
H 2.325 -2.878 -2.302  0.152
H 3.888 -2.880 -0.836  0.156
C -3.777 -0.358 0.800  -0.156
H 1.541 3.182 -1.578  0.119
C 1.222 -1.561 -3.865  -0.019
O -4.801 -0.607 -0.164  -0.163
H 4.712 -1.809 1.150  0.148
H -2.629 -1.296 2.970  0.149
N 2.315 -1.969 -1.862  -0.030
C 1.995 -0.870 -2.783  -0.282
H -1.532 -2.438 2.423  0.066
O 0.599 -1.847 -0.417  -0.858
N 3.341 -2.132 -0.433  -0.328
H 0.449 -1.171 3.016  0.113
C -2.800 -1.546 0.866  -0.385
H -3.171 0.506 0.531  0.096
C -5.692 0.509 -0.399  -0.039
H 0.209 0.323 -2.100  0.087
H 1.683 0.327 -1.140  0.101
H -5.097 1.281 -0.887  0.091
C 3.141 -0.368 1.287  -0.079
H -2.402 3.942 1.092  0.108
C 4.093 -1.270 0.433  -0.355
N -1.901 -1.485 -0.286  -0.348
H -0.165 2.489 0.934  0.169
H 0.743 0.605 -0.146  0.104
H -2.530 1.277 2.577  0.130
C -0.824 1.680 1.249  -0.184
Sr -0.950 -2.945 0.314  1.788
H -0.046 2.482 -2.190  0.092
C -1.892 2.089 2.230  -0.439
C -1.999 -1.506 2.106  -0.096
H 2.626 0.434 0.758  0.129
H -0.366 -0.341 -1.206  0.101
C -2.826 3.061 1.573  -0.031
H -1.557 -0.541 -0.393  0.051
H -0.131 1.496 -1.319  0.089
H 1.035 3.346 -3.251  0.129
H -6.611 0.313 -0.952  0.108
C 1.076 -0.448 2.494  -0.056
Sr 1.771 -2.737 0.657  1.787
H 0.510 -0.002 1.676  0.033
H 5.812 -0.033 0.136  0.102
H -3.612 3.407 2.244  0.108
H -3.237 -2.543 0.904  0.156
O -1.239 0.831 0.238  -0.189
H 1.482 0.250 3.226  0.150
C 1.297 0.335 -2.160  -0.196
H 2.954 -0.599 -3.226  0.170
H -0.407 2.361 3.658  0.074
C 1.008 2.682 -2.387  -0.085
H -3.444 2.477 0.890  0.063
H 0.154 -0.977 -0.409  -0.015
N -1.284 2.758 3.352  0.084
H 1.649 -2.031 -1.105  -0.104
C 5.007 -0.400 -0.500  0.015
H -6.054 0.945 0.533  0.096
H 5.469 -0.879 -1.363  0.105
H -0.236 0.954 1.810  0.054
H -2.507 -1.543 -1.092  0.167
H 4.386 0.375 -0.949  0.087
H -0.946 3.642 2.999  0.093
H 3.850 0.079 1.984  0.160
C -0.199 0.606 -0.693  -0.218

3.
Entry from OMol25: a molecular structure, C16H45N6O10Sr (ωB97M-V with the def2-TZVPD basis set).

Properties
HOMO-LUMO gap: 6.6 eV
HOMO level: -10.4 eV
charge: +1
total energy: -1748.0038 Ha

Each line ends with the Löwdin charge.
Geometry (Å):
C -6.200 -1.998 0.347  -0.160
H 3.852 1.056 1.770  0.079
C -4.729 -0.038 -0.176  -0.180
H -5.300 0.701 0.387  0.127
C 8.049 1.276 1.528  -0.214
H 1.393 0.313 0.093  0.052
H -3.716 1.385 -3.656  0.108
C 1.185 -0.219 -0.835  0.046
C 4.368 -1.331 3.173  -0.135
H -5.142 1.154 -1.729  0.142
H -5.725 -0.495 -1.992  0.124
H -1.631 0.691 0.856  0.069
C 7.632 0.872 2.928  -0.209
O 3.146 -0.799 2.481  -0.240
H -1.103 4.588 -0.587  0.136
H 0.667 -3.579 -2.053  -0.039
H -5.907 -3.662 1.647  0.127
H -4.590 -1.417 1.301  0.124
N -4.835 -1.425 0.321  -0.154
H 2.021 0.848 2.125  0.064
H 1.022 -3.609 -3.525  0.027
O 7.266 2.397 1.067  -0.193
H 5.816 1.042 2.174  0.060
H -2.328 0.408 -3.833  0.070
C 5.746 -0.806 2.658  -0.181
H -6.637 -2.100 -0.647  0.117
H 8.259 0.094 3.363  0.123
C -4.852 0.103 -1.730  -0.217
C -1.016 3.539 -2.286  -0.725
Sr -2.870 -2.546 -1.132  1.702
C 7.246 2.699 -0.325  -0.098
H 7.306 3.786 -0.395  0.086
O 0.982 -4.162 -2.744  -0.064
H 7.924 2.137 -0.968  0.090
H -3.722 0.110 0.216  0.084
H -5.571 -5.909 1.038  0.103
O 0.124 1.037 -4.701  -0.050
H -0.830 1.732 2.057  0.123
H 1.097 0.515 -1.635  0.067
H -1.520 1.566 -1.950  0.085
N -1.472 2.338 -2.599  0.138
H -7.019 -4.017 0.399  0.132
C -3.390 0.346 -3.597  -0.060
O -3.560 2.511 0.961  0.027
H 2.112 -0.755 -1.037  0.084
H 6.253 2.560 -0.750  0.072
C -2.536 2.322 1.614  -0.820
O -0.377 4.268 -3.084  0.004
O -5.171 -4.291 -0.150  -0.261
H -2.962 3.623 3.013  0.133
H -4.334 -6.132 -0.236  0.096
H 4.271 -2.406 3.025  0.114
H -1.249 2.156 -3.567  0.065
N 6.210 0.580 2.982  -0.060
H -1.500 2.613 3.268  0.118
O -3.643 -0.155 -2.304  -0.287
H 0.946 1.359 -4.332  0.048
C -6.069 -3.513 0.579  -0.250
H 3.178 0.890 3.416  0.087
H 7.734 1.732 3.590  0.112
H -7.003 -1.626 0.982  0.141
H -6.030 -6.100 -0.683  0.103
C 3.056 0.612 2.369  -0.120
N -2.338 2.868 2.766  0.164
H 9.081 1.505 1.264  0.121
O -1.192 -0.432 -0.547  -0.140
N -1.253 3.695 -1.034  0.187
H -1.695 2.886 -0.622  0.077
H 8.021 0.332 0.983  0.112
H -0.154 1.725 -5.305  0.050
C -0.167 -1.045 -0.893  -0.675
O -0.207 -2.267 -1.151  -0.139
C -5.296 -5.683 0.007  -0.074
H 5.650 -0.861 1.574  0.112
H 4.157 -1.108 4.219  0.111
N -1.638 1.453 1.519  0.184
H 6.534 -1.502 2.946  0.113
H -3.823 -0.441 -4.215  0.104

4.
Entry from OMol25: 6 unconnected molecules or ions with the total composition C16H46BF4N2O10P2S (ωB97M-V with the def2-TZVPD basis set).

Properties
HOMO-LUMO gap: 7.0 eV
HOMO level: -11.4 eV
charge: +1
total energy: -3004.4111 Ha
ΔE to the lowest compared entry with this formula, charge and spin: 292.3 kJ/mol

Each line ends with the Löwdin charge.
Geometry (Å):
H 25.201 4.651 1.043  0.090
H 18.828 -1.557 -6.033  0.099
P 26.168 -1.894 0.902  0.613
H 28.818 -2.726 2.471  0.123
O 25.650 -3.355 0.351  -0.212
F 24.727 3.434 -3.521  0.168
C 26.030 5.150 1.544  -0.211
C 27.142 5.036 0.467  -0.181
O 27.532 1.831 2.746  -0.340
C 21.149 0.163 -1.667  -0.053
H 17.276 -2.274 -6.122  0.129
O 19.130 -0.408 -2.622  -0.182
H 17.327 -1.756 -1.375  0.101
C 24.164 1.070 2.164  -0.042
C 24.721 -4.895 -1.235  -0.072
C 18.945 -3.695 -5.651  -0.057
H 26.395 0.293 -5.323  0.161
C 27.893 -3.209 2.158  -0.337
C 20.498 -0.328 -3.001  -0.250
H 20.999 -0.620 -0.924  0.078
O 24.758 -1.010 1.069  -0.170
H 20.944 -1.271 -3.318  0.118
H 26.801 2.916 0.197  0.073
C 26.422 4.338 2.797  -0.208
H 25.650 6.122 1.859  0.114
H 26.919 -5.078 3.020  0.068
O 29.011 3.851 2.847  -0.341
O 26.789 -2.450 2.286  -0.156
H 21.613 3.741 -5.395  0.164
O 16.610 -0.551 -2.878  -0.185
O 27.129 -1.338 -0.154  -0.282
N 25.749 0.002 -4.604  0.345
P 18.007 -0.517 -3.735  0.457
H 25.193 -0.763 -4.959  0.150
H 25.696 -5.265 -1.552  0.074
C 24.922 -3.400 -0.938  -0.245
H 15.596 -3.237 -1.107  0.071
O 17.983 0.480 -4.801  -0.224
O 17.965 -2.061 -4.255  -0.184
H 25.184 0.771 -4.273  0.093
C 27.642 3.513 0.551  -0.176
H 26.708 4.816 3.735  0.107
H 16.085 -0.553 -0.889  0.123
H 23.159 3.245 -4.684  0.107
H 28.180 -3.523 1.154  0.115
C 18.219 -2.339 -5.580  -0.315
H 28.635 3.285 0.164  0.102
C 24.762 0.343 0.931  -0.336
H 23.817 2.083 1.958  0.075
H 23.994 -2.868 -0.729  0.102
S 27.789 3.210 2.358  0.684
H 28.651 -4.978 3.242  0.076
H 22.233 0.073 -1.737  0.050
C 16.400 -1.258 -1.658  -0.248
B 24.904 2.548 -2.532  -1.378
H 27.419 -4.045 4.159  0.076
H 14.432 -2.275 -1.924  0.075
H 25.784 0.720 0.959  0.086
H 20.653 0.405 -3.793  0.089
H 19.933 -3.718 -5.190  0.065
F 26.118 1.920 -2.802  0.115
N 22.438 3.158 -5.385  0.359
H 25.643 3.587 2.926  0.071
H 25.420 -2.982 -1.813  0.095
H 22.818 3.246 -6.317  0.155
H 19.017 -4.156 -6.636  0.077
F 24.917 3.283 -1.288  0.098
H 23.987 -5.164 -1.995  0.075
H 27.845 5.823 0.738  0.109
H 24.618 -5.447 -0.301  0.080
H 26.158 -0.447 -3.797  0.155
C 15.499 -2.498 -1.902  -0.065
H 24.838 0.954 3.013  0.078
H 18.335 -4.335 -5.014  0.075
F 24.028 1.566 -2.741  0.168
H 24.354 0.639 -0.036  0.109
H 22.084 2.213 -5.427  0.142
H 23.299 0.432 2.345  0.070
H 15.868 -3.147 -2.697  0.070
H 20.728 1.068 -1.227  0.090
H 26.728 5.208 -0.526  0.098
C 27.743 -4.380 3.174  -0.056

5.
Entry from OMol25: a molecular structure, C16H46N4O5 (ωB97M-V with the def2-TZVPD basis set).

Properties
HOMO-LUMO gap: 8.1 eV
HOMO level: -7.6 eV
charge: 0
total energy: -1231.8779 Ha
ΔE to the lowest compared entry with this formula, charge and spin: 1302.1 kJ/mol

Each line ends with the Löwdin charge.
Geometry (Å):
H -22.232 4.488 6.410  0.070
H -24.413 4.036 5.385  0.143
C -22.488 7.193 -0.318  -0.228
N -22.767 3.591 2.005  0.047
H -21.227 4.869 0.357  0.069
H -26.507 5.183 3.632  0.047
C -19.995 2.925 2.113  -0.031
H -19.554 4.839 2.869  0.126
C -21.973 4.254 -0.146  -0.039
H -18.529 4.177 4.746  0.060
N -24.356 3.617 3.486  -0.062
C -21.974 6.965 2.166  -0.041
H -26.787 4.192 2.405  0.078
H -20.074 8.341 -0.097  0.074
H -25.662 0.287 6.708  0.091
N -20.648 8.306 0.733  0.032
C -26.379 1.092 6.869  -0.108
H -27.416 0.994 6.549  0.094
H -19.285 3.235 1.347  0.101
H -26.434 5.542 5.321  0.098
H -24.867 3.739 -0.657  0.131
H -27.124 3.063 4.838  0.121
H -24.063 4.794 3.560  -0.129
H -23.150 6.339 -0.177  0.080
H -23.476 5.176 0.805  0.099
H -22.815 4.703 2.709  -0.110
C -24.352 3.264 0.178  -0.100
C -21.691 5.402 6.164  -0.105
H -26.810 4.661 0.825  0.097
C -25.186 3.863 4.637  -0.308
C -20.972 4.162 4.295  -0.141
H -22.221 4.873 -1.008  0.079
C -25.824 5.208 4.481  -0.049
H -26.349 1.311 7.937  0.092
H -23.463 2.945 2.351  0.083
H -21.210 7.004 2.942  0.088
H -21.841 4.490 3.725  0.047
H -21.137 3.189 4.758  0.127
C -26.097 4.307 1.569  -0.070
H -25.111 6.020 4.342  0.098
C -22.915 7.215 -2.611  -0.084
H -22.583 7.788 2.542  0.092
H -21.066 3.026 1.937  -0.008
C -21.372 7.104 0.766  -0.430
H -21.222 9.135 0.667  0.077
H -22.514 6.044 2.388  0.004
O -20.507 5.018 5.434  -0.179
H -25.908 1.775 4.469  0.124
H -23.669 2.918 3.731  0.138
H -19.814 1.922 2.500  0.097
C -26.134 2.663 5.059  -0.157
N -18.611 3.501 4.000  0.027
H -21.506 5.869 7.132  0.084
H -23.583 8.074 -2.539  0.081
H -21.918 3.090 1.784  0.007
H -22.383 5.985 5.557  0.075
H -24.895 3.082 2.820  0.065
O -25.953 2.324 6.393  -0.195
O -25.315 3.130 1.247  -0.210
C -19.834 3.868 3.278  -0.425
O -23.205 5.197 3.431  -0.223
H -23.511 6.304 -2.565  0.085
H -23.910 2.306 -0.095  0.138
H -25.511 5.215 1.715  0.101
H -21.620 3.296 -0.529  0.108
C -23.197 4.130 0.682  -0.348
H -22.954 8.179 -0.283  0.131
H -20.677 6.285 0.583  0.117
H -22.375 7.523 -3.507  0.091
H -17.790 3.496 3.412  0.067
O -21.919 7.084 -1.583  -0.201

6.
Entry from OMol25: a molecular structure, C16H46N8O12 (ωB97M-V with the def2-TZVPD basis set).

Properties
HOMO-LUMO gap: 4.7 eV
HOMO level: -0.7 eV
charge: -2
total energy: -1978.1222 Ha
ΔE to the lowest compared entry with this formula, charge and spin: 0.0 kJ/mol

Each line ends with the Löwdin charge.
Geometry (Å):
C 3.363 3.115 -1.875  -0.175
H 4.257 -2.816 -4.861  0.087
C -2.110 1.831 2.179  -0.691
O -0.934 -0.328 -0.684  -0.086
C -4.584 -4.155 2.997  -0.206
H 1.599 -2.210 1.990  0.107
H 0.162 5.026 0.193  0.119
H 3.734 3.297 0.300  0.122
O 2.808 -0.973 -5.520  -0.034
H -0.473 7.075 -1.635  0.083
H -2.754 2.306 0.222  0.090
H 0.137 -3.447 3.592  0.125
H 3.260 1.141 -3.773  0.084
H -3.578 -4.211 1.058  0.115
N 1.686 2.845 -0.027  -0.081
H -3.948 -2.584 1.728  0.111
H 1.934 1.091 -0.674  0.067
H 2.542 3.017 -2.586  0.115
H -0.223 -2.005 4.646  0.117
C -3.589 -3.587 1.951  -0.168
H -0.887 -1.340 -0.594  -0.227
H 4.989 1.714 -3.611  0.081
H -4.392 -3.696 3.970  0.103
C -0.419 -2.513 3.700  -0.193
H -5.772 -2.021 3.648  0.086
O -0.691 0.692 -2.675  -0.112
C 1.115 -1.300 2.344  -0.045
N -1.998 0.560 1.766  0.175
O 3.973 1.804 -1.895  -0.215
H 2.828 4.530 -0.416  0.101
H 1.650 -2.211 -2.887  0.063
H -2.470 -1.979 3.423  0.112
C -6.339 -2.584 2.893  -0.160
C 0.500 3.198 -0.818  -0.184
N -0.529 -2.196 -0.137  0.227
N -2.381 2.628 1.108  0.145
H 1.607 -0.831 3.200  0.090
H 1.187 7.287 -2.423  0.085
H 4.524 0.164 -3.087  0.088
H -1.835 -0.051 2.555  0.069
C -1.417 0.380 -1.666  -0.828
O -0.264 -1.600 2.622  -0.274
O 1.917 -2.746 -1.046  -0.193
H -2.706 3.562 1.311  0.091
H -7.389 -2.324 3.011  0.081
H 1.320 3.159 0.866  0.114
N 1.778 0.178 -1.122  0.273
N -2.242 -3.760 2.544  -0.066
H -2.108 -4.708 2.873  0.105
H 0.817 -1.031 -3.878  0.090
H -0.306 2.670 -0.309  0.091
H 2.502 -0.552 -0.971  0.065
O -2.181 2.125 3.379  -0.027
H -1.577 0.166 0.916  0.072
O -2.671 0.669 -1.808  -0.134
H 4.067 3.879 -2.214  0.116
H 3.665 -2.976 -3.261  0.094
H -1.018 4.651 -1.061  0.122
H -6.028 -1.912 2.079  0.083
C 0.583 6.784 -1.671  -0.130
H 1.066 -0.494 1.612  0.084
C 0.056 4.707 -0.852  -0.229
N 1.585 -1.666 -3.741  0.179
H -4.422 -5.231 3.055  0.118
C 4.150 1.188 -3.137  -0.122
O 3.692 -3.890 -0.229  -0.179
H 1.579 0.316 -2.110  0.082
C 3.122 -2.801 -0.613  -0.983
H 0.461 -2.358 -0.399  0.048
H -0.696 -2.021 0.854  0.068
H -2.195 -3.386 4.620  0.107
H 0.845 0.010 -0.696  0.080
O 3.851 -1.735 -0.641  -0.176
H -1.084 -2.975 -0.473  0.116
O -5.994 -3.930 2.797  -0.178
O 0.744 5.398 -1.853  -0.174
H 0.908 7.090 -0.668  0.078
C 2.633 -1.737 -4.573  -0.722
N 3.474 -2.751 -4.230  0.154
C -1.936 -2.896 3.677  -0.204
C 2.941 3.434 -0.436  -0.191
H 0.531 2.832 -1.844  0.107

Question: Which formula does entry 1 have?
Answer: C16H45N3O7